The following is a DFT calculation (ωB97M-V with the def2-TZVPD basis set) of a structure of composition C35H35F3N2O6PtSTe.

XYZ file:
```
84
Properties=species:S:1:pos:R:3:mulliken_charge:R:1
Pt 1.190 -0.786 1.687 3.100
O 2.471 -2.427 5.999 -0.489
C 2.259 -2.187 4.706 0.299
O 1.297 -2.568 4.096 -0.430
C 3.397 -1.372 4.138 -0.500
O 3.353 -1.377 2.719 -0.436
C 4.242 -0.416 2.132 -0.515
C 3.565 0.912 1.831 0.647
O 4.167 1.950 1.905 -0.633
O 2.310 0.832 1.424 -0.981
H 1.719 -2.927 6.353 0.392
H 4.333 -1.811 4.490 0.489
H 3.321 -0.354 4.537 0.412
H 4.574 -0.845 1.185 0.314
H 5.107 -0.235 2.768 0.431
F 0.022 -6.809 0.640 -0.308
C 0.628 -5.635 0.442 0.496
F 1.878 -5.733 0.913 -0.234
F 0.716 -5.438 -0.885 -0.173
C -0.121 -4.511 1.104 -0.457
C -1.288 -4.722 1.804 -0.181
C -1.930 -3.654 2.440 -1.256
C -1.375 -2.402 2.361 -0.346
N -0.254 -2.201 1.656 0.026
C 0.371 -3.206 1.049 0.864
S 1.803 -2.566 0.325 -0.483
H -1.703 -5.719 1.859 0.582
H -2.841 -3.804 2.999 0.500
H -1.815 -1.534 2.831 0.518
C 0.806 4.600 -6.342 -1.570
C 0.594 3.933 -5.010 0.543
C -0.640 3.390 -4.670 -0.947
C -0.857 2.776 -3.443 0.790
C -2.230 2.257 -3.113 -1.330
C 0.225 2.673 -2.558 0.143
Te 0.098 1.632 -0.677 0.844
N -0.495 0.464 1.371 -0.064
C -0.488 0.884 2.613 -0.256
O 0.364 0.279 3.360 -0.776
C -1.459 1.847 3.165 0.526
C -1.864 1.665 4.485 -0.577
C -2.842 2.483 5.025 -0.692
C -3.409 3.490 4.256 -0.438
C -2.989 3.688 2.947 -0.992
C -2.017 2.866 2.400 0.037
C -0.616 -0.155 -1.511 0.858
C 0.294 -0.915 -2.256 0.618
C 1.676 -0.422 -2.596 -1.677
C -0.102 -2.176 -2.684 -0.900
C -1.364 -2.682 -2.409 0.556
C -1.767 -4.059 -2.862 -1.863
C -2.253 -1.884 -1.697 -0.753
C -1.904 -0.623 -1.229 0.834
C -2.950 0.162 -0.478 -1.816
C 1.465 3.266 -2.842 0.966
C 2.629 3.254 -1.879 -1.871
C 1.627 3.869 -4.084 -0.838
H -0.137 4.749 -6.863 0.357
H 1.451 3.988 -6.976 0.314
H 1.291 5.568 -6.218 0.390
H -1.463 3.462 -5.374 0.373
H -2.975 2.706 -3.768 0.470
H -2.506 2.490 -2.082 0.199
H -2.280 1.174 -3.240 0.257
H -1.414 0.876 5.074 0.416
H -3.164 2.334 6.047 0.416
H -4.175 4.127 4.677 0.398
H -3.420 4.481 2.351 0.438
H -1.679 3.044 1.386 0.491
H 2.186 -0.010 -1.719 0.127
H 1.633 0.362 -3.355 0.353
H 2.288 -1.236 -2.982 0.490
H 0.607 -2.787 -3.233 0.350
H -0.913 -4.617 -3.242 0.354
H -2.515 -4.000 -3.654 0.433
H -2.211 -4.622 -2.040 0.373
H -3.254 -2.253 -1.497 0.504
H -3.700 0.548 -1.171 0.444
H -2.538 1.007 0.073 -0.016
H -3.463 -0.478 0.240 0.482
H 2.323 3.325 -0.835 0.319
H 3.292 4.094 -2.078 0.507
H 3.218 2.339 -1.983 0.274
H 2.588 4.312 -4.326 0.486
```

## Properties
ΔE to the lowest compared entry with this formula, charge and spin = 26.9 kcal per mole
frontier orbital gap (alpha / beta) = 0.24738 / 0.22098 Ha
largest force on an atom = 3.4 eV/Å
expectation value of S² = 0.76
E_HOMO (alpha / beta) = -11.055 / -11.261 eV
total charge = +1
spin multiplicity = 2